# CsH2O

CsH2O as an isolated structure (ωB97M-V/def2-TZVPD, the OMol25 dataset).

The geometry in XYZ format:
```
4
CsH2O (ωB97M-V/def2-TZVPD)
Cs 6.57388 14.27301 17.80028
O 8.54168 14.60553 20.07649
H 9.10800 14.22166 19.39425
H 9.09355 14.82000 20.84474
```

LUMO (eV): -4.0
HOMO energy (eV): -16.212
Frontier orbital gap (eV): 12.25
Energy relative to the best compared isomer or geometry (same formula, charge and spin) (kJ/mol): 16.4
Total charge: +1

natural (NBO) analysis output, partial charges in e:
1 Cs 1.00
2 O -0.98
3 H 0.47
4 H 0.51